The following is a DFT calculation (wB97M-V/def2-TZVPD) of a cluster of 2 separate species, C9H12O4 in total in a non-equilibrium geometry.

Calculated values
Frontier orbital gap (spin up / spin down)   7.32 / 8.73 eV
Energy above the lowest of the compared OMol25 structures with the same formula, charge and spin   0.00 kJ/mol
Largest force on an atom   4.9 eV/Å
Energy   -650.9521 Eh
Highest occupied orbital energy (spin up / spin down)   -6.66 / -9.18 eV
Multiplicity   3
E_LUMO (spin up / spin down)   0.66 / -0.45 eV
Molar mass   184.191 g/mol

Last columns: bonded neighbours and bond lengths (Å).
Element x y z (Å)
1 C -1.3391 -0.9805 -0.5366  C2 1.380, C6 1.413, O23 1.354
2 C -1.8015 0.3159 -0.4325  C1 1.380, C14 1.487, O18 1.246
3 C 2.3985 1.4668 0.9106  O15 1.371, C22 1.374, H24 0.983
4 H 3.4082 -0.1142 0.0650  C22 0.984
5 H 1.4051 -1.6559 1.3170  C7 1.074
6 C -0.2233 -1.4374 -1.2728  C1 1.413, H12 1.175, H13 1.032, H25 1.135
7 C 1.6022 -0.6055 1.2151  H5 1.074, C11 1.415, C22 1.413
8 H -0.5442 1.9836 -0.6300  C14 1.065
9 H -0.6068 0.9150 -1.9640  C14 1.028
10 H -0.9912 1.1409 2.8098  C20 1.086
11 C 0.7420 0.3919 1.7336  C7 1.415, O15 1.362, C20 1.404
12 H 0.7775 -0.9553 -0.8893  C6 1.175
13 H -0.2303 -1.1104 -2.2512  C6 1.032
14 C -1.1744 1.3886 -1.2491  C2 1.487, H8 1.065, H9 1.028, H16 1.095
15 O 1.2240 1.6581 1.5912  C3 1.371, C11 1.362
16 H -1.9771 2.0254 -1.6345  C14 1.095
17 H -0.2168 -1.6121 3.0399  O21 1.008
18 O -2.8025 0.5393 0.2746  C2 1.246
19 H -2.5574 -1.4637 0.8615  O23 1.052
20 C -0.4128 0.2680 2.5230  H10 1.086, C11 1.404, O21 1.344
21 O -0.9011 -0.8717 3.0413  H17 1.008, C20 1.344
22 C 2.6505 0.1441 0.6365  C3 1.374, H4 0.984, C7 1.413
23 O -1.8827 -1.9599 0.2243  C1 1.354, H19 1.052
24 H 2.8530 2.3019 0.6603  C3 0.983
25 H 0.0307 -2.5407 -1.1913  C6 1.135